[1]
# C31H72N2O10P3

3 unconnected molecules or ions with the total composition C31H72N2O10P3 at a distorted geometry (wB97M-V/def2-TZVPD, the Open Molecules 2025 dataset).

Values from the calculation:
E_tot: -84633.522 eV
HOMO-LUMO gap: 0.3072 hartree
highest occupied orbital energy: -11.3 eV
total charge: +1

Element x y z (Å)
P (4.566, 0.178, 3.377)
P (8.516, 3.305, -2.309)
P (-7.626, -0.846, -3.884)
O (3.658, -1.496, -0.310)
O (7.153, 3.067, -1.503)
O (-7.127, 1.046, 2.065)
O (-8.573, -0.620, -2.624)
O (-6.243, -0.525, -4.260)
O (-8.003, -2.350, -4.294)
O (9.761, 2.568, -2.552)
O (8.884, 4.601, -1.442)
O (7.963, 3.982, -3.650)
O (-8.593, -0.019, -4.860)
N (3.680, -2.280, 2.341)
N (2.943, 0.549, 0.745)
C (-7.779, 1.900, 1.137)
C (-0.008, -3.225, 1.649)
C (5.099, 1.806, 2.759)
C (3.968, -0.443, 0.611)
C (3.005, -0.304, 5.621)
C (-4.337, -1.055, 2.938)
C (1.147, -2.377, 2.227)
C (-5.572, 0.936, 3.918)
C (-4.327, -2.576, 2.735)
C (6.304, 1.953, -1.804)
C (-8.211, -1.141, -1.333)
C (-7.100, -4.242, -3.058)
C (2.466, -2.692, 1.533)
C (-5.598, -0.585, 3.667)
C (7.048, 0.633, -1.883)
C (-2.336, -4.106, 2.150)
C (6.959, 2.627, -5.406)
C (5.205, 2.735, 4.003)
C (-7.023, -3.390, -4.310)
C (2.913, 0.297, 4.202)
C (8.181, 3.388, -4.936)
C (-8.102, 1.057, -5.663)
C (11.073, 5.626, -1.596)
C (-7.886, 0.602, -7.090)
C (-1.059, -3.480, 2.729)
C (10.155, 4.730, -0.795)
C (-6.706, 1.709, 3.236)
C (-3.315, -3.019, 1.656)
C (4.440, -1.036, 1.939)
C (2.471, -2.145, 0.082)
C (-6.784, -0.813, -0.944)
H (3.391, -2.208, 3.320)
H (-5.633, -1.109, 4.625)
H (3.431, 0.419, 6.312)
H (-0.662, -4.148, 3.495)
H (6.076, 1.758, 2.283)
H (-6.325, 2.700, 2.960)
H (-7.186, 1.470, -5.243)
H (3.705, -1.141, 5.601)
H (-8.121, -4.584, -2.886)
H (9.057, 2.738, -4.923)
H (-7.237, -4.002, -5.186)
H (2.585, 0.848, -0.152)
H (6.793, 1.738, -4.793)
H (2.505, -3.778, 1.460)
H (-1.336, -2.521, 3.177)
H (-7.450, 1.403, -7.689)
H (6.239, 2.958, 4.245)
H (-4.251, -0.561, 1.968)
H (-8.333, 2.686, 1.653)
H (1.214, -2.606, 3.296)
H (-6.448, -5.111, -3.147)
H (7.609, 0.456, -0.964)
H (-7.225, -0.264, -7.124)
H (2.116, -0.226, 3.666)
H (-6.574, -1.159, 0.069)
H (10.666, 6.637, -1.647)
H (-8.834, 0.308, -7.541)
H (7.087, 2.303, -6.439)
H (-2.831, -4.620, 2.976)
H (5.471, -1.346, 1.793)
H (6.349, -0.190, -2.037)
H (2.196, 0.292, 1.375)
H (-6.786, -3.673, -2.179)
H (-0.455, -2.729, 0.789)
H (1.587, -1.517, -0.051)
H (-6.470, -0.898, 3.096)
H (12.062, 5.673, -1.140)
H (2.607, 1.343, 4.245)
H (2.043, -0.677, 5.964)
H (-6.071, -1.289, -1.624)
H (9.961, 5.170, 0.185)
H (5.754, 2.153, -2.727)
H (-2.125, -4.854, 1.386)
H (7.765, 0.624, -2.707)
H (2.339, -2.985, -0.597)
H (-8.490, 1.279, 0.595)
H (0.414, -4.191, 1.357)
H (-7.524, 1.879, 3.944)
H (6.067, 3.251, -5.341)
H (11.173, 5.263, -2.619)
H (-4.098, -3.046, 3.693)
H (10.609, 3.754, -0.631)
H (-3.487, -0.783, 3.573)
H (-6.611, 0.262, -0.989)
H (-5.685, 1.092, 4.993)
H (-2.733, -2.131, 1.391)
H (4.681, 3.667, 3.808)
H (-8.903, -0.694, -0.621)
H (-8.391, -2.219, -1.313)
H (-8.861, 1.841, -5.629)
H (4.332, -3.061, 2.306)
H (-7.035, 2.308, 0.450)
H (4.385, 2.261, 2.076)
H (-3.827, -3.380, 0.766)
H (4.739, 2.296, 4.886)
H (-5.331, -2.898, 2.453)
H (4.836, 0.068, 0.193)
H (0.891, -1.324, 2.094)
H (-4.597, 1.349, 3.661)
H (-6.019, -2.981, -4.434)
H (5.567, 1.918, -1.000)
H (8.394, 4.209, -5.621)

Cartesian forces (eV/Å) of the 3 atoms listed first:
1.26 -0.92 1.22
0.95 4.33 -0.01
-2.45 0.06 -3.61

[2]
# C31H73B4F3O6

6 unconnected molecules or ions with the total composition C31H73B4F3O6 (wB97M-V/def2-TZVPD, the Open Molecules 2025 dataset).

Values from the calculation:
E_tot: -56488.123 eV
HOMO-LUMO gap: 0.4162 hartree
highest occupied orbital energy: -11.0 eV

Element x y z (Å)
F (-0.106, 7.136, -0.432)
F (-1.060, 6.749, 1.491)
F (-2.275, 7.056, -0.292)
O (-0.013, 4.184, 0.439)
O (3.619, 3.636, 0.204)
O (-0.767, 2.203, -0.654)
O (-2.051, 4.206, -0.757)
O (1.565, 2.791, -0.735)
O (2.487, 4.848, -1.538)
C (-1.636, -3.892, 1.385)
C (3.804, -4.580, -0.910)
C (2.084, -0.715, 4.634)
C (-2.464, -2.614, 1.251)
C (2.093, -3.115, -2.170)
C (2.334, 1.374, 3.178)
C (-3.708, 0.253, 4.964)
C (-4.994, 0.257, 4.136)
C (1.461, 3.453, -6.356)
C (1.289, 1.470, -4.719)
C (-1.368, -4.632, 0.073)
C (-3.494, -6.045, 0.069)
C (-2.188, 1.198, 3.143)
C (0.921, -0.135, 5.431)
C (2.190, 2.483, -5.424)
C (1.549, 0.770, 2.018)
C (-6.237, 1.989, 5.543)
C (-2.613, -5.064, -0.699)
C (2.388, 0.001, 1.007)
C (-2.694, 1.328, 4.577)
C (-1.137, 6.486, 0.160)
C (1.489, 1.941, -8.414)
C (-5.762, 1.577, 4.153)
C (3.028, 0.352, 4.081)
C (-1.798, -1.547, 0.387)
C (0.646, 2.783, -7.461)
C (2.700, -3.529, -0.828)
C (3.793, -1.288, -2.695)
C (0.244, 2.114, -3.812)
C (3.334, -5.909, -1.492)
C (3.092, -2.555, -3.180)
B (2.569, 3.777, -0.672)
B (-1.970, 2.837, -0.433)
B (0.299, 3.048, -0.334)
B (-1.077, 4.900, -0.084)
H (1.646, 1.976, 3.779)
H (1.326, -2.357, -1.978)
H (-6.628, 1.482, 3.493)
H (0.875, 1.514, -9.207)
H (1.569, -3.966, -2.614)
H (2.491, 4.636, -2.476)
H (-2.633, -2.206, 2.251)
H (-1.656, -1.888, -0.640)
H (-2.295, -5.527, -1.636)
H (2.987, -5.799, -2.521)
H (2.656, -1.409, 5.255)
H (1.920, 0.807, -4.120)
H (4.195, -4.749, 0.097)
H (1.979, 1.114, -7.898)
H (3.385, 3.661, 1.139)
H (1.036, 1.566, 1.476)
H (-6.812, 2.914, 5.503)
H (3.064, -0.509, -2.458)
H (1.758, -0.364, 0.194)
H (-2.401, -0.638, 0.349)
H (0.726, 2.733, -3.056)
H (3.167, 0.632, 0.573)
H (-3.124, 2.323, 4.723)
H (1.894, -3.904, -0.188)
H (-1.437, 1.962, 2.926)
H (1.269, 0.456, 6.281)
H (2.726, 3.066, -4.666)
H (0.793, 0.831, -5.454)
H (4.141, -6.643, -1.497)
H (2.961, 1.946, -5.982)
H (-0.672, -3.635, 1.839)
H (-0.342, 1.354, -3.295)
H (-2.882, 2.317, 0.118)
H (2.266, 2.548, -8.885)
H (0.800, 4.098, -5.770)
H (-0.447, 2.740, -4.380)
H (-6.876, 1.218, 5.979)
H (-5.648, -0.538, 4.508)
H (-1.726, 0.220, 2.980)
H (3.496, 0.891, 4.910)
H (-3.953, 0.363, 6.024)
H (4.385, -1.473, -1.798)
H (2.559, -2.336, -4.110)
H (-1.844, 1.264, 5.260)
H (0.132, 3.561, -8.031)
H (-2.931, -6.942, 0.339)
H (-3.883, -5.605, 0.988)
H (2.511, -6.321, -0.904)
H (0.309, 0.506, 4.795)
H (-0.766, -5.519, 0.295)
H (3.842, -0.140, 3.543)
H (-0.747, -4.005, -0.574)
H (3.088, -2.640, -0.323)
H (0.277, -0.928, 5.814)
H (-4.349, -6.357, -0.532)
H (-3.235, -0.730, 4.866)
H (-0.139, 2.162, -7.022)
H (1.680, -1.311, 3.810)
H (-5.400, 2.153, 6.224)
H (3.839, -3.314, -3.432)
H (2.201, 4.117, -6.814)
H (0.756, 0.125, 2.405)
H (-5.146, 2.375, 3.728)
H (-3.203, -4.187, -0.980)
H (-2.994, 1.313, 2.416)
H (4.467, -0.896, -3.458)
H (-3.454, -2.849, 0.849)
H (-4.763, -0.006, 3.100)
H (-0.816, -1.278, 0.787)
H (3.087, 2.069, 2.791)
H (-2.128, -4.566, 2.091)
H (2.866, -0.868, 1.465)
H (4.643, -4.198, -1.499)

Cartesian forces (eV/Å) of the 3 atoms listed first:
-0.24 -0.22 0.15
-0.01 -0.02 -0.26
0.27 -0.15 0.11

[3]
# C31H75BN3O20

13 unconnected molecules or ions with the total composition C31H75BN3O20 at a distorted geometry (wB97M-V/def2-TZVPD, the Open Molecules 2025 dataset).

Values from the calculation:
E_tot: -79467.577 eV
HOMO-LUMO gap: 0.3131 hartree
highest occupied orbital energy: -6.4 eV
total charge: -1

Element x y z (Å)
O (20.049, -28.788, 1.347)
O (22.213, -31.214, 9.684)
O (24.094, -25.120, 8.197)
O (25.213, -22.624, 9.964)
O (26.854, -26.632, 8.490)
O (17.906, -27.396, 7.434)
O (21.212, -31.920, 7.121)
O (22.283, -26.425, 7.875)
O (20.708, -24.352, 5.910)
O (21.274, -26.090, 9.938)
O (21.565, -22.485, 12.930)
O (19.833, -26.360, 7.975)
O (20.921, -26.347, 12.919)
O (25.441, -25.169, 12.233)
O (16.916, -31.678, 8.914)
O (23.528, -28.717, 10.225)
O (20.943, -28.216, 8.820)
O (16.144, -29.733, 6.929)
O (19.229, -29.677, 8.686)
O (22.862, -24.858, 10.903)
N (20.464, -22.975, 6.165)
N (20.719, -28.705, 2.593)
N (21.744, -21.101, 12.756)
C (18.825, -21.151, 6.202)
C (22.434, -25.463, 9.966)
C (22.498, -27.693, 3.870)
C (22.692, -20.867, 14.958)
C (19.208, -30.307, 3.533)
C (22.656, -27.867, 1.412)
C (19.875, -20.302, 5.480)
C (21.249, -20.728, 5.981)
C (18.616, -27.946, 3.768)
C (20.225, -20.544, 14.706)
C (19.047, -22.653, 6.049)
C (21.843, -18.871, 13.747)
C (21.575, -22.183, 5.674)
C (20.561, -28.861, 5.013)
C (22.863, -22.558, 6.414)
C (18.481, -23.083, 4.684)
C (21.801, -22.336, 4.168)
C (21.095, -18.372, 12.503)
C (21.938, -21.425, 10.368)
C (23.082, -25.626, 8.567)
C (21.602, -20.367, 14.011)
C (19.798, -28.913, 3.707)
C (21.106, -26.212, 2.432)
C (21.522, -19.188, 11.290)
C (19.011, -27.378, 7.884)
C (21.700, -27.625, 2.581)
C (18.287, -23.349, 7.176)
C (19.740, -28.610, 8.472)
C (21.640, -27.768, 5.107)
C (19.710, -20.921, 11.295)
C (21.218, -20.665, 11.476)
B (21.100, -26.775, 8.644)
H (19.860, -28.643, 5.823)
H (18.797, -20.808, 7.245)
H (20.632, -22.625, 13.158)
H (22.718, -22.439, 7.490)
H (21.190, -26.786, 5.288)
H (21.304, -31.254, 9.996)
H (15.531, -29.552, 6.212)
H (20.930, -22.073, 3.564)
H (18.591, -30.337, 2.633)
H (24.522, -24.886, 12.152)
H (22.600, -19.050, 11.140)
H (18.689, -23.000, 8.130)
H (22.624, -21.711, 3.804)
H (19.313, -20.479, 10.379)
H (21.071, -18.792, 10.376)
H (19.918, -21.591, 14.647)
H (21.292, -17.314, 12.326)
H (17.825, -20.916, 5.820)
H (19.117, -20.574, 12.147)
H (22.949, -28.918, 1.370)
H (24.435, -23.100, 9.655)
H (18.462, -24.422, 7.131)
H (18.571, -22.373, 3.863)
H (20.073, -26.432, 12.476)
H (16.829, -29.054, 6.845)
H (21.021, -29.827, 5.237)
H (22.173, -27.653, 0.458)
H (19.991, -31.057, 3.412)
H (18.920, -24.036, 4.379)
H (27.445, -26.983, 7.820)
H (19.535, -27.969, 1.269)
H (21.988, -20.036, 5.566)
H (22.131, -31.309, 8.720)
H (23.143, -23.576, 6.151)
H (21.648, -21.034, 9.389)
H (20.313, -31.612, 7.291)
H (23.655, -20.911, 14.454)
H (17.410, -23.301, 4.797)
H (22.444, -21.865, 15.337)
H (25.285, -22.871, 10.892)
H (18.559, -30.591, 4.365)
H (19.765, -20.499, 4.409)
H (21.414, -18.288, 14.569)
H (17.449, -30.903, 8.710)
H (18.890, -26.932, 4.086)
H (23.662, -21.865, 6.147)
H (21.374, -25.651, 12.424)
H (18.102, -27.802, 2.813)
H (20.568, -26.053, 1.496)
H (21.280, -20.619, 7.073)
H (22.055, -23.358, 3.865)
H (21.724, -22.496, 10.384)
H (20.026, -18.532, 12.671)
H (21.922, -25.488, 2.497)
H (23.132, -26.804, 3.919)
H (23.555, -27.262, 1.529)
H (19.729, -19.232, 5.632)
H (23.024, -21.342, 10.454)
H (19.483, -19.848, 14.320)
H (23.029, -28.609, 11.041)
H (20.315, -20.370, 15.782)
H (16.164, -31.581, 8.323)
H (23.169, -28.557, 3.826)
H (20.746, -24.738, 6.792)
H (26.186, -26.136, 8.001)
H (19.492, -21.990, 11.190)
H (22.914, -18.672, 13.687)
H (17.894, -28.280, 4.515)
H (25.478, -25.991, 11.734)
H (17.239, -23.059, 7.125)
H (23.196, -29.551, 9.851)
H (22.240, -27.988, 5.987)
H (21.168, -32.413, 6.298)
H (20.452, -25.969, 3.271)
H (22.745, -20.264, 15.868)

Cartesian forces (eV/Å) of the 3 atoms listed first:
-0.04 0.23 0.21
0.15 -0.03 -0.20
0.33 0.13 -0.15

[4]
# C31H75N10O10

10 unconnected molecules or ions with the total composition C31H75N10O10 at a distorted geometry (wB97M-V/def2-TZVPD, the Open Molecules 2025 dataset).

Values from the calculation:
E_tot: -68724.872 eV
HOMO-LUMO gap: 0.2795 hartree
highest occupied orbital energy: -9.7 eV
total charge: +1

Element x y z (Å)
O (-0.241, -0.725, 4.294)
O (-1.891, 2.041, -1.786)
O (2.956, 1.872, 1.976)
O (6.556, -0.726, 1.499)
O (1.556, -1.058, -1.250)
O (2.254, 2.987, -2.407)
O (-0.811, -1.908, -3.843)
O (-4.731, -1.487, -1.108)
O (0.987, 1.781, -6.499)
O (-2.682, -1.066, 2.646)
N (0.644, -0.321, -5.564)
N (4.411, 3.488, -1.866)
N (-2.569, 2.672, 0.299)
N (1.100, 1.298, 2.974)
N (6.920, -2.576, 0.202)
N (-0.882, 0.432, 1.213)
N (-6.220, 0.180, -0.910)
N (-0.264, -0.354, 6.532)
N (-4.035, 0.113, 3.964)
N (-1.679, -3.837, -3.146)
C (-4.666, -2.262, 3.489)
C (-2.966, -3.339, -2.722)
C (4.187, 3.457, -0.432)
C (3.401, 3.283, -2.725)
C (-0.526, 1.671, -4.728)
C (0.860, -0.036, -0.601)
C (-3.734, 1.892, 0.359)
C (3.716, 3.181, -4.197)
C (7.170, -1.723, 1.195)
C (5.691, -2.339, -0.579)
C (-0.661, -3.099, -3.523)
C (1.408, -1.163, -6.489)
C (-0.711, 3.808, -0.779)
C (0.520, 2.675, 2.866)
C (-0.635, -1.096, 5.363)
C (-1.550, -1.086, -0.572)
C (3.003, -0.268, 2.935)
C (-5.047, -0.028, -3.121)
C (-3.261, 1.278, 4.274)
C (-5.335, -0.483, -1.581)
C (0.289, 0.941, 6.383)
C (0.554, -3.806, -3.742)
C (2.490, -0.637, -2.192)
C (2.285, 1.027, 2.590)
C (-6.730, -0.306, 0.411)
C (0.485, 1.001, -5.655)
C (8.410, -2.151, 2.007)
C (-3.769, -1.009, 3.314)
C (-0.410, -0.563, 0.186)
C (-1.460, -2.348, 5.599)
C (-1.787, 2.749, -0.801)
H (-0.272, -0.755, 7.445)
H (0.417, 0.600, -1.455)
H (-3.816, 1.387, 1.363)
H (-2.489, 3.430, 0.941)
H (-1.546, -0.175, 1.883)
H (3.403, -0.361, 3.944)
H (5.084, 3.996, 0.079)
H (-4.059, -3.205, 3.102)
H (3.173, 3.969, -0.242)
H (-2.197, -1.337, 0.151)
H (-5.236, -0.808, -3.851)
H (5.377, 3.842, -2.155)
H (2.748, -1.538, -2.602)
H (-0.613, 2.715, -4.854)
H (5.776, -3.229, -1.290)
H (-5.141, -2.463, 4.515)
H (4.231, 2.252, 0.026)
H (3.991, 4.173, -4.374)
H (-0.546, 4.416, 0.134)
H (0.107, -0.981, -4.964)
H (-0.850, 4.350, -1.704)
H (-3.576, 0.866, -0.209)
H (-7.403, 0.318, 1.024)
H (-5.590, 0.843, -3.367)
H (7.550, -3.150, 0.028)
H (-1.514, 1.134, 0.902)
H (-5.814, -0.268, 1.070)
H (-0.278, 1.691, 5.977)
H (-5.028, 0.407, 4.069)
H (-1.745, -2.984, 4.858)
H (-0.033, -1.237, 0.831)
H (5.953, -1.338, -0.961)
H (0.341, 3.558, -0.856)
H (1.208, 0.782, 5.628)
H (-2.891, 1.686, 3.215)
H (0.669, 0.588, 3.440)
H (-1.726, -4.901, -3.037)
H (9.280, -1.450, 1.748)
H (1.502, 0.554, -0.042)
H (8.796, -3.104, 1.843)
H (-3.995, -4.047, -3.101)
H (-3.230, -2.366, -2.979)
H (-0.851, -3.045, 6.258)
H (4.892, -2.391, 0.074)
H (2.888, 3.138, -4.602)
H (0.539, 3.087, 1.943)
H (2.267, -0.621, -6.864)
H (-3.759, 2.049, 4.909)
H (1.872, -1.947, -5.928)
H (-2.246, 1.227, 4.991)
H (1.062, 3.455, 3.536)
H (-0.504, 2.473, 3.266)
H (0.507, 1.315, 7.539)
H (0.824, -4.661, -3.141)
H (-1.937, -0.402, -1.214)
H (3.940, -0.333, 2.458)
H (-5.560, -2.262, 2.683)
H (-7.201, -1.231, 0.479)
H (1.421, -3.221, -3.165)
H (4.641, 2.659, -4.392)
H (-0.099, 1.466, -3.653)
H (8.190, -2.060, 2.916)
H (2.135, 0.083, -2.939)
H (0.668, -1.646, -7.248)
H (-1.059, -1.985, -1.129)
H (-0.085, 0.872, 1.821)
H (-3.111, -3.667, -1.587)
H (-1.339, 1.252, -4.793)
H (3.378, -0.013, -1.658)
H (-6.538, 0.929, -1.552)
H (-3.982, 0.230, -3.163)
H (-4.600, 2.512, 0.038)
H (2.323, -1.194, 2.877)
H (-2.227, -2.040, 6.256)
H (0.934, -3.916, -4.944)

Cartesian forces (eV/Å) of the 3 atoms listed first:
0.02 0.56 -1.48
-0.65 -0.25 0.63
-0.73 -0.38 0.32